Formula: C20H50NO25S5V2
Source: OMol25
Level of theory: the ωB97M-V functional and the def2-TZVPD basis

Output
HOMO level in eV: -5.67

```
! RIJCOSX wB97M-V def2-TZVPD def2/J DEFGRID3
* xyz -1 1
O 1.21081 -4.84560 -1.99238
V 0.61108 -3.43562 -1.52344
O 0.08095 -3.59774 -0.01833
O -3.15807 -0.96841 -3.33307
V -1.71854 -1.66950 -3.41941
O -1.24708 -1.65331 -4.89595
C -2.18914 -1.16151 -0.23066
C -1.08729 -0.38522 -0.95601
C -0.38408 0.62032 -0.06850
O -0.28968 -1.20085 -1.79535
H -2.97329 -0.55989 0.23583
H -1.78003 -1.81467 0.54600
H -2.73290 -1.80440 -0.92641
H -1.62431 0.30367 -1.62506
H -1.13994 1.19827 0.47059
H 0.18168 1.35795 -0.64307
H 0.35349 0.23403 0.64019
C -1.99062 -5.93938 -1.75302
C -2.27712 -4.93883 -2.84225
C -3.79110 -4.68130 -2.99212
O -1.51268 -3.78522 -2.70197
H -2.55523 -6.86167 -1.88865
H -2.32288 -5.45132 -0.82593
H -0.91585 -6.11089 -1.71112
H -1.93494 -5.53868 -3.70238
H -4.32072 -5.40140 -3.61484
H -3.97270 -3.71523 -3.46807
H -4.19664 -4.64585 -1.97722
N 1.63701 -2.59264 -4.82251
O 1.50268 -2.70622 -3.54978
O 1.91300 -1.45054 -5.27053
O 1.50882 -3.56729 -5.57091
C -3.57998 -6.23554 1.46552
C -2.33533 -5.41409 1.78427
O -2.32024 -5.15382 3.16356
S -3.81147 -5.39688 3.83487
O -4.61631 -4.21557 3.68568
O -3.67991 -6.06035 5.09088
O -4.21306 -6.50211 2.73194
H -3.50983 -7.15347 0.89543
H -4.29396 -5.53443 1.02234
H -2.26062 -4.53180 1.14445
H -1.42351 -5.94908 1.50300
O -2.56633 1.67555 4.93312
S -1.43799 1.14577 4.20758
O -0.63584 2.01188 3.37077
O -0.52623 0.33746 5.32052
C 0.65070 0.98087 5.78760
C 1.16387 0.29694 7.01983
C -2.02032 -0.27067 3.28229
H 0.43811 2.00292 6.12133
H 1.44686 1.03067 5.04324
H 0.72143 0.53092 7.98300
H 2.23731 0.52198 7.03589
H 1.26250 -0.78710 6.89533
H -2.88940 -0.66007 3.81824
H -1.25602 -1.01745 3.11237
H -2.58735 0.13715 2.44439
O 0.62143 2.44112 -3.85211
S -0.67310 2.44529 -4.48057
O -1.52077 1.27056 -4.44137
O -1.49772 3.68528 -3.87807
C -2.93815 3.60697 -3.79717
C -3.49526 2.99217 -2.53378
C -0.50600 2.97886 -6.19966
H -3.41740 3.23538 -4.70282
H -3.13020 4.68446 -3.78275
H -4.56520 2.89193 -2.71234
H -3.25307 3.56380 -1.63902
H -3.05638 2.00644 -2.36533
H -0.23981 4.03273 -6.16894
H -1.53156 2.91494 -6.55974
H 0.23266 2.33700 -6.66613
O 3.13217 1.76529 2.63011
S 3.58884 0.80173 1.65095
O 2.88159 0.44668 0.46318
O 5.05372 1.15002 1.09459
C 5.90949 1.97965 1.88586
C 7.36346 1.62555 1.61647
C 3.99971 -0.70140 2.55168
H 5.65906 1.89807 2.94721
H 5.68992 3.01969 1.63146
H 7.43691 0.63425 2.07550
H 8.01539 2.22733 2.24689
H 7.54902 1.64717 0.54808
H 4.86384 -0.56499 3.19330
H 4.06930 -1.49060 1.80520
H 3.12645 -0.99295 3.13791
O 2.36148 2.89832 -1.11485
S 2.35521 3.97320 -0.17059
O 3.52576 4.13484 0.67927
O 2.04337 5.35997 -1.00522
C 3.05191 6.33990 -1.15677
C 2.72118 7.57365 -0.33205
C 0.90910 3.91334 0.95849
H 3.01899 6.61474 -2.21315
H 4.07059 6.00832 -0.95458
H 2.01035 8.24769 -0.82696
H 3.52709 8.29170 -0.16577
H 2.20104 7.33393 0.59596
H 1.10970 4.61368 1.76604
H 0.86495 2.89690 1.33931
H 0.01915 4.24663 0.43115
*
```

Löwdin population analysis, charges in e, atoms 1 to 99:
1 O -0.308
2 V 1.042
3 O -0.347
4 O -0.362
5 V 0.952
6 O -0.274
7 C -0.066
8 C -0.549
9 C -0.047
10 O -0.315
11 H 0.075
12 H 0.060
13 H 0.051
14 H 0.092
15 H 0.075
16 H 0.069
17 H 0.070
18 C -0.061
19 C -0.557
20 C -0.035
21 O -0.297
22 H 0.088
23 H 0.053
24 H 0.069
25 H 0.136
26 H 0.075
27 H 0.061
28 H 0.071
29 N -0.568
30 O -0.171
31 O -0.027
32 O -0.003
33 C -0.154
34 C -0.216
35 O -0.181
36 S 0.662
37 O -0.235
38 O -0.226
39 O -0.212
40 H 0.131
41 H 0.125
42 H 0.106
43 H 0.133
44 O -0.291
45 S 0.636
46 O -0.288
47 O -0.253
48 C -0.298
49 C -0.081
50 C -0.113
51 H 0.125
52 H 0.112
53 H 0.078
54 H 0.079
55 H 0.081
56 H 0.074
57 H 0.077
58 H 0.059
59 O -0.256
60 S 0.613
61 O -0.296
62 O -0.266
63 C -0.269
64 C -0.057
65 C -0.098
66 H 0.118
67 H 0.118
68 H 0.085
69 H 0.079
70 H 0.060
71 H 0.064
72 H 0.061
73 H 0.076
74 O -0.290
75 S 0.588
76 O -0.252
77 O -0.249
78 C -0.291
79 C -0.056
80 C -0.107
81 H 0.113
82 H 0.108
83 H 0.075
84 H 0.078
85 H 0.085
86 H 0.064
87 H 0.070
88 H 0.064
89 O -0.258
90 S 0.640
91 O -0.313
92 O -0.256
93 C -0.287
94 C -0.077
95 C -0.087
96 H 0.120
97 H 0.113
98 H 0.070
99 H 0.073


Formula: C19H27N3O5S3
Source: OMol25
Level of theory: the ωB97M-V functional and the def2-TZVPD basis

Output
Energy above the lowest of the compared OMol25 structures with the same formula, charge and spin in kcal per mole: 14.41
HOMO level in eV: -8.40
Structure (SMILES): CCCS(=O)(=O)c1nc(S(=O)(=O)c2ccc(C)cc2)c(N2CCN(CCO)CC2)s1

```
! RIJCOSX wB97M-V def2-TZVPD def2/J DEFGRID3
* xyz 0 1
C -2.56796 -1.05734 2.03512
C -1.48662 -2.12912 2.07663
C -1.87820 -3.35982 1.28267
S -2.07078 -2.99800 -0.49510
O -1.82367 -4.21837 -1.21462
O -3.29996 -2.30525 -0.74774
C -0.72137 -1.90093 -0.88082
N -0.79843 -0.62296 -0.90740
C 0.36081 -0.01398 -1.21047
S 0.17143 1.77284 -1.17497
O 0.91249 2.27676 -0.03427
O 0.54109 2.31602 -2.45625
C -1.57566 1.93700 -0.88825
C -2.04164 2.11917 0.39676
C -3.40788 2.15490 0.61452
C -4.29902 1.99716 -0.44094
C -5.77537 1.97613 -0.20144
C -3.79900 1.82952 -1.73010
C -2.43732 1.79802 -1.95868
C 1.43495 -0.86950 -1.43056
N 2.70795 -0.61112 -1.76542
C 3.74046 -1.60668 -1.59125
C 4.36230 -1.45840 -0.17527
N 4.20531 -0.12070 0.36668
C 3.03969 0.08970 1.21410
C 3.24579 1.23131 2.22669
O 2.02002 1.80146 2.60226
C 4.35198 0.85864 -0.68724
C 3.25895 0.72969 -1.78588
S 0.87328 -2.52676 -1.23237
H -2.24884 -0.18343 2.59685
H -3.49024 -1.43328 2.47181
H -2.76893 -0.76090 1.00975
H -1.29850 -2.42420 3.11271
H -0.55443 -1.72046 1.67969
H -2.84209 -3.75451 1.59497
H -1.12684 -4.14431 1.32621
H -1.33437 2.23065 1.20352
H -3.78594 2.29343 1.61655
H -6.30235 2.52605 -0.97791
H -6.02277 2.40246 0.76707
H -6.12887 0.94539 -0.22367
H -4.48542 1.71189 -2.55502
H -2.02953 1.66886 -2.94853
H 4.49693 -1.42411 -2.35920
H 3.32988 -2.60536 -1.73781
H 3.91227 -2.17501 0.51189
H 5.43461 -1.67612 -0.23599
H 2.83485 -0.83498 1.75736
H 2.14012 0.35082 0.64214
H 3.91024 1.99205 1.79688
H 3.70745 0.86030 3.14413
H 1.58563 2.12732 1.79644
H 4.31114 1.85959 -0.26137
H 5.34417 0.71415 -1.12312
H 3.69704 0.90388 -2.77430
H 2.47118 1.46042 -1.63743
*
```

From a natural (NBO) analysis of the wavefunction, the atomic charges in e read:
1 C -0.619
2 C -0.412
3 C -0.633
4 S 2.168
5 O -0.943
6 O -0.920
7 C -0.311
8 N -0.361
9 C -0.312
10 S 2.185
11 O -0.983
12 O -0.929
13 C -0.327
14 C -0.174
15 C -0.170
16 C 0.010
17 C -0.634
18 C -0.208
19 C -0.148
20 C 0.114
21 N -0.407
22 C -0.239
23 C -0.225
24 N -0.445
25 C -0.242
26 C -0.059
27 O -0.734
28 C -0.241
29 C -0.237
30 S 0.413
31 H 0.212
32 H 0.204
33 H 0.234
34 H 0.219
35 H 0.209
36 H 0.248
37 H 0.242
38 H 0.238
39 H 0.210
40 H 0.222
41 H 0.217
42 H 0.232
43 H 0.218
44 H 0.237
45 H 0.208
46 H 0.217
47 H 0.205
48 H 0.198
49 H 0.197
50 H 0.178
51 H 0.152
52 H 0.177
53 H 0.492
54 H 0.221
55 H 0.197
56 H 0.207
57 H 0.231


Formula: C24H19Cl2MoN2O5
Source: OMol25
Level of theory: the ωB97M-V functional and the def2-TZVPD basis

Output
Energy above the lowest of the compared OMol25 structures with the same formula, charge and spin in kcal per mole: 7.18
HOMO level in eV: -11.80

```
! RIJCOSX wB97M-V def2-TZVPD def2/J DEFGRID3
* xyz 1 1
Mo -0.49860 0.17372 0.42338
O -0.31166 -0.28538 -4.05343
C -0.45997 -0.66338 -2.80261
O -0.51727 0.14457 -1.88699
C -0.52854 -2.16596 -2.66801
O -1.00574 -2.59056 -1.42495
C -2.41876 -2.59643 -1.32022
C -2.98229 -1.26485 -0.84038
O -4.01623 -0.79718 -1.22816
O -2.21823 -0.66617 0.06607
H -0.24029 0.68274 -4.10490
H 0.49523 -2.53172 -2.78124
H -1.11504 -2.55710 -3.50453
H -2.68205 -3.35522 -0.58186
H -2.89447 -2.85835 -2.26789
C -0.98111 1.90557 1.46030
C -1.21114 2.39454 0.08028
C -0.15911 2.98079 -0.65598
C -0.34489 3.34564 -1.97212
C -1.57939 3.10067 -2.57746
C -2.64578 2.54823 -1.86805
C -2.46290 2.20123 -0.54707
C -1.72687 3.37551 -3.98067
N -1.85138 3.54064 -5.11039
H -1.87200 1.80465 2.07171
H -0.14305 2.35395 1.98166
H 0.79808 3.13306 -0.17462
H 0.45503 3.79989 -2.54025
H -3.59549 2.37714 -2.35509
H -3.27439 1.74617 0.00598
C -0.31774 -2.00435 4.78362
C 0.56481 -0.96594 4.49944
C 0.48619 -0.30620 3.28821
C -0.48354 -0.65750 2.33386
C -1.37221 -1.69292 2.64333
C -1.27593 -2.36671 3.85718
H -0.25412 -2.52322 5.73068
H 1.31526 -0.67822 5.22400
H 1.18789 0.49222 3.07488
H -2.14404 -1.98463 1.94686
H -1.96401 -3.17248 4.07653
Cl 2.99469 2.54456 1.14202
C 3.51301 0.97363 0.63821
C 4.86420 0.69341 0.58254
C 5.28157 -0.58310 0.23098
C 4.36147 -1.58082 -0.05034
C 3.01016 -1.28860 -0.00061
Cl 1.84714 -2.52882 -0.29483
C 2.55982 -0.00237 0.32650
N 1.21775 0.27686 0.40571
H 5.57619 1.46835 0.82602
H 6.33821 -0.80718 0.19115
H 4.68152 -2.58238 -0.29843
*
```

From a natural (NBO) analysis of the wavefunction, the atomic charges in e read:
1 Mo 1.401
2 O -0.619
3 C 0.835
4 O -0.631
5 C -0.187
6 O -0.506
7 C -0.187
8 C 0.776
9 O -0.547
10 O -0.727
11 H 0.516
12 H 0.252
13 H 0.227
14 H 0.234
15 H 0.211
16 C -0.531
17 C -0.183
18 C -0.060
19 C -0.190
20 C -0.093
21 C -0.173
22 C -0.102
23 C 0.231
24 N -0.226
25 H 0.261
26 H 0.260
27 H 0.238
28 H 0.246
29 H 0.259
30 H 0.259
31 C -0.176
32 C -0.195
33 C -0.243
34 C -0.163
35 C -0.221
36 C -0.211
37 H 0.227
38 H 0.225
39 H 0.210
40 H 0.220
41 H 0.226
42 Cl 0.037
43 C 0.006
44 C -0.225
45 C -0.149
46 C -0.251
47 C 0.077
48 Cl 0.043
49 C -0.036
50 N -0.378
51 H 0.248
52 H 0.241
53 H 0.246


Formula: C17H13Cl3N5O7RuSe4
Source: OMol25
Level of theory: the ωB97M-V functional and the def2-TZVPD basis

Output
Energy above the lowest of the compared OMol25 structures with the same formula, charge and spin in kcal per mole: 11.63
HOMO level (alpha / beta) in eV: -11.22 / -11.33

```
! RIJCOSX wB97M-V def2-TZVPD def2/J DEFGRID3
* xyz 1 5
Ru -0.25152 -0.65134 -0.47033
C -0.84339 2.35494 2.43793
C -1.00290 1.92548 1.01182
O -0.07263 1.35241 0.41210
N -2.15709 2.22768 0.41154
C -2.42801 1.95906 -0.98803
C -3.14711 0.64891 -1.21158
C -4.27002 0.58702 -2.01660
C -4.92327 -0.62613 -2.17113
C -4.45082 -1.73064 -1.48548
C -3.31858 -1.58536 -0.70419
N -2.65297 -0.42930 -0.58581
H 0.06405 1.91906 2.84259
H -1.69817 2.02962 3.03322
H -0.77841 3.44267 2.49458
H -2.89926 2.60385 0.97962
H -1.47587 1.96748 -1.51478
H -3.02927 2.77568 -1.38276
H -4.63291 1.48130 -2.50770
H -5.80044 -0.69988 -2.80111
H -4.94063 -2.69218 -1.55542
H -2.92754 -2.41751 -0.13423
Se -0.03733 -3.01573 -1.18069
Se 1.74680 -6.55774 -0.68994
Se -0.37369 -6.30656 -0.11708
Se -0.50475 -4.09474 0.75418
Cl -0.31163 -0.72468 -5.84992
C 0.23273 0.62036 -4.84993
Cl 1.92697 0.95839 -5.09261
Cl -0.76002 2.04745 -5.12409
C 0.06268 0.21943 -3.43740
N -0.06817 -0.08526 -2.34560
O 0.53590 -2.16448 3.30221
C 0.64718 -1.43277 2.35333
O -0.29591 -1.24718 1.44893
C 1.93824 -0.67720 2.12443
C 2.36379 -0.40634 0.84209
C 3.50879 0.31926 0.61739
C 4.30471 0.75622 1.65250
C 3.88396 0.43151 2.92758
C 2.72467 -0.27141 3.19241
N 4.72754 0.86612 4.07004
O 5.71427 1.51880 3.81080
O 4.36579 0.54084 5.17853
N 3.87147 0.65406 -0.77313
O 3.04823 0.39207 -1.63759
O 4.94241 1.17342 -0.97079
H 1.79495 -0.78204 0.00435
H 5.21017 1.31949 1.48528
H 2.43699 -0.49412 4.21046
*
```

From a natural (NBO) analysis of the wavefunction, the atomic charges in e read:
1 Ru 0.879
2 C -0.709
3 C 0.740
4 O -0.690
5 N -0.567
6 C -0.268
7 C 0.210
8 C -0.244
9 C -0.124
10 C -0.246
11 C 0.072
12 N -0.497
13 H 0.253
14 H 0.248
15 H 0.254
16 H 0.417
17 H 0.237
18 H 0.231
19 H 0.233
20 H 0.238
21 H 0.243
22 H 0.217
23 Se 0.086
24 Se -0.008
25 Se 0.100
26 Se 0.146
27 Cl 0.111
28 C -0.246
29 Cl 0.145
30 Cl 0.102
31 C 0.419
32 N -0.347
33 O -0.575
34 C 0.777
35 O -0.754
36 C -0.159
37 C -0.065
38 C 0.005
39 C -0.153
40 C 0.024
41 C -0.122
42 N 0.531
43 O -0.352
44 O -0.349
45 N 0.538
46 O -0.410
47 O -0.327
48 H 0.188
49 H 0.291
50 H 0.280